# 1
# C4H4Br2O2

A structure of composition C4H4Br2O2 (ωB97M-V/def2-TZVPD, the Open Molecules 2025 dataset).

CARTESIAN COORDINATES (ANGSTROEM)
Br: 0.27 0.69 3.42
Br: 0.12 3.00 1.27
O: 2.20 0.15 0.03
O: 0.14 -1.56 0.33
C: -1.13 -0.36 -1.25
C: 1.55 0.67 0.82
C: -0.30 -1.50 -0.78
C: 0.92 1.32 1.77
H: -0.42 0.21 -1.83
H: -1.85 -0.73 -1.87
H: -1.36 0.31 -0.39
H: -0.14 -2.19 -1.52

Output
LUMO = -0.4204 eV
HOMO energy = -8.85 eV
spin multiplicity = 1
DFT total energy = -148390.22448 eV
Kohn-Sham gap = 8.43 eV

***

# 2
# C23H25BCl2NO3

A cluster of 2 separate species, C23H25BCl2NO3 in total (ωB97M-V/def2-TZVPD, the Open Molecules 2025 dataset).

CARTESIAN COORDINATES (ANGSTROEM)
Cl: 1.37 6.45 0.17
Cl: -6.70 -1.23 1.36
O: -0.52 -1.36 -0.83
O: 1.60 -3.36 -2.02
O: 0.89 0.40 -1.88
N: 1.79 -0.90 0.09
C: -4.84 0.59 0.64
C: -3.69 1.30 0.82
C: 1.89 -1.74 -3.53
C: 1.79 0.59 0.31
C: -1.71 1.84 2.30
C: -4.48 -0.55 2.73
C: -0.52 -1.51 0.56
C: -1.00 2.91 1.69
C: 0.47 5.11 0.75
C: 0.79 4.52 1.97
C: -1.30 3.52 0.45
C: -0.58 4.60 0.00
C: -3.32 0.16 2.91
C: 1.66 1.23 -1.07
C: -5.25 -0.34 1.59
C: 3.16 -1.47 -0.04
C: 0.08 3.45 2.42
C: -2.88 1.12 1.97
C: 2.10 -3.92 -3.16
C: 1.45 -2.03 -2.27
C: 2.31 -2.94 -4.10
C: 0.91 -1.67 1.05
C: 2.36 -5.37 -3.36
B: 0.86 -0.96 -1.25
H: -0.83 5.08 -0.93
H: -5.47 0.75 -0.22
H: 1.58 4.96 2.56
H: 1.89 -0.76 -3.99
H: 1.44 -5.93 -3.26
H: 3.07 -5.73 -2.61
H: -4.83 -1.24 3.48
H: -2.73 -0.01 3.79
H: 1.06 -1.29 2.06
H: 3.70 -0.95 -0.82
H: 2.78 -5.57 -4.34
H: -1.27 1.52 3.23
H: 2.64 1.34 -1.55
H: 1.19 2.21 -1.03
H: 2.70 -3.08 -5.10
H: 0.95 0.86 0.94
H: -1.01 -0.63 0.98
H: -3.39 1.99 0.05
H: 1.22 -2.71 1.04
H: 3.69 -1.36 0.90
H: 3.10 -2.52 -0.29
H: -2.07 3.13 -0.18
H: 0.34 3.00 3.37
H: -1.14 -2.38 0.81
H: 2.71 0.89 0.83

Output
LUMO = -6.1146 eV
HOMO energy = -9.29 eV
spin multiplicity = 1
DFT total energy = -57604.56360 eV
charge = +1
Kohn-Sham gap = 3.17 eV